[1]
C4H7NS | wB97M-V/def2-TZVPD

Cartesian coordinates (Å):
S (2.357, 0.168, -0.019)
C (0.922, -0.573, -0.195)
C (-0.399, -0.187, 0.407)
C (-1.144, 1.188, 0.015)
C (-2.353, 0.190, -0.222)
N (-1.523, -1.003, -0.062)
H (0.984, -1.494, -0.745)
H (-0.277, -0.303, 1.512)
H (-0.848, 1.779, -0.880)
H (-1.213, 1.802, 0.916)
H (-3.122, 0.255, 0.557)
H (-2.814, 0.290, -1.225)
H (-1.913, -1.702, 0.575)

* orbital gap: 8.430 eV
* strongest force on any atom: 1.89 eV Å⁻¹
* energy: -16584.7736 eV
* multiplicity: 1

[2]
C31H47BrN2P2V | wB97M-V/def2-TZVPD

Cartesian coordinates (Å):
N (0.260, 1.731, -6.932)
C (1.349, 1.095, -6.504)
C (1.539, 0.803, -5.141)
C (0.504, 1.138, -4.221)
C (-0.591, 1.903, -4.690)
C (-0.643, 2.188, -6.085)
C (0.437, 0.419, -2.935)
V (0.442, 0.341, -0.866)
P (-1.682, -1.899, 3.058)
C (-0.806, -0.096, -2.389)
C (-0.936, -1.453, -1.846)
C (-2.099, -1.718, -1.099)
C (-2.572, -3.026, -1.001)
C (-1.786, -4.094, -1.486)
C (-0.551, -3.833, -2.129)
C (-0.110, -2.517, -2.253)
Br (-2.424, -5.806, -1.307)
H (1.339, -0.216, -2.781)
H (-1.724, 0.445, -2.602)
H (2.384, 0.183, -4.831)
H (-1.436, 2.180, -4.038)
H (2.103, 0.783, -7.248)
H (-1.470, 2.782, -6.500)
H (-2.574, -0.844, -0.676)
H (0.820, -2.282, -2.758)
H (-3.534, -3.232, -0.522)
H (0.031, -4.663, -2.527)
P (-0.254, 2.305, 0.379)
C (-1.721, -3.614, 2.397)
C (-2.792, -4.534, 2.993)
H (-0.725, -4.042, 2.594)
H (-1.851, -3.511, 1.307)
H (-2.712, -5.510, 2.501)
H (-2.636, -4.696, 4.068)
H (-3.815, -4.166, 2.835)
C (-3.016, -1.109, 2.114)
C (-4.240, -0.938, 3.028)
H (-3.237, -1.735, 1.243)
H (-2.657, -0.150, 1.731)
H (-5.026, -0.370, 2.520)
H (-4.671, -1.908, 3.314)
H (-3.987, -0.387, 3.943)
C (-0.001, -1.234, 2.839)
C (0.698, -1.389, 4.203)
H (-0.077, -0.178, 2.525)
H (0.505, -1.801, 2.045)
H (1.504, -0.660, 4.325)
H (-0.022, -1.234, 5.020)
H (1.109, -2.400, 4.330)
C (0.732, 2.675, 1.918)
C (0.836, 4.111, 2.474)
H (1.751, 2.296, 1.728)
H (0.278, 2.032, 2.694)
H (1.457, 4.770, 1.842)
H (-0.139, 4.608, 2.639)
H (1.331, 4.042, 3.455)
C (-1.967, 2.401, 1.053)
C (-3.030, 2.983, 0.134)
H (-1.886, 3.010, 1.969)
H (-2.227, 1.379, 1.354)
H (-2.828, 4.036, -0.108)
H (-3.156, 2.423, -0.802)
H (-3.990, 2.949, 0.665)
C (-0.098, 3.826, -0.607)
C (1.219, 4.028, -1.334)
H (-0.241, 4.607, 0.168)
H (-0.945, 3.879, -1.299)
H (1.251, 5.049, -1.753)
H (2.063, 3.933, -0.630)
H (1.339, 3.314, -2.162)
C (6.160, -1.286, 1.169)
C (4.832, -0.776, 0.709)
C (3.826, -1.708, 0.494)
C (2.594, -1.299, -0.002)
N (2.369, 0.011, -0.353)
C (3.368, 0.922, -0.174)
C (4.602, 0.549, 0.356)
H (6.038, -2.134, 1.861)
H (6.740, -1.653, 0.307)
H (6.753, -0.508, 1.659)
H (3.999, -2.758, 0.721)
H (1.767, -2.003, -0.130)
H (3.166, 1.961, -0.454)
H (5.391, 1.276, 0.495)

* net charge: +2
* orbital gap (spin up / spin down): 7.395 / 2.955 eV
* strongest force on any atom: 2.40 eV Å⁻¹
* energy: -150179.9598 eV
* multiplicity: 4

[3]
C36H70ClF3NiO18S8 | wB97M-V/def2-TZVPD

Cartesian coordinates (Å):
Ni (-1.250, -0.031, -1.977)
C (-3.334, 0.674, -4.605)
O (-2.449, 1.732, -5.040)
O (-2.797, 0.253, -3.379)
C (-4.860, 1.013, -4.759)
F (-5.354, 0.763, -5.972)
F (-5.618, 0.250, -3.943)
F (-5.115, 2.363, -4.447)
C (-2.327, 2.021, -6.439)
C (-1.508, 3.332, -6.515)
H (-1.607, 3.868, -7.458)
H (-1.870, 4.057, -5.786)
H (-0.470, 3.049, -6.340)
H (-3.195, 2.277, -7.046)
H (-1.898, 1.190, -7.000)
H (-3.120, -0.158, -5.274)
Cl (0.405, 0.079, -0.031)
C (-2.929, -4.707, -3.032)
C (-1.778, -5.441, -2.265)
C (-0.708, -4.387, -1.846)
S (-0.620, -3.217, -3.287)
O (0.577, -3.587, -4.055)
O (-0.752, -1.795, -2.806)
C (-2.216, -3.714, -4.072)
H (-3.460, -4.033, -2.360)
H (-3.628, -5.333, -3.587)
H (-1.453, -6.251, -2.919)
H (-2.237, -5.835, -1.358)
H (0.290, -4.812, -1.739)
H (-0.948, -3.815, -0.950)
H (-1.913, -4.248, -4.973)
H (-2.830, -2.850, -4.325)
C (-0.391, 4.388, -1.623)
C (-1.680, 5.158, -2.156)
C (-2.987, 4.251, -1.809)
S (-2.313, 3.038, -0.514)
O (-2.136, 1.763, -1.226)
O (-3.075, 2.883, 0.730)
C (-0.759, 3.809, -0.240)
H (0.520, 4.980, -1.531)
H (-0.037, 3.581, -2.264)
H (-1.605, 5.403, -3.215)
H (-1.760, 6.146, -1.701)
H (-3.446, 3.631, -2.580)
H (-3.674, 4.863, -1.224)
H (-0.042, 3.079, 0.136)
H (-0.933, 4.572, 0.519)
C (2.572, -3.084, 6.172)
C (1.536, -2.578, 5.178)
C (1.788, -1.179, 4.794)
S (2.718, -0.367, 6.146)
O (1.792, 0.570, 6.824)
O (4.088, -0.043, 5.854)
C (2.689, -1.877, 7.202)
H (3.563, -3.386, 5.832)
H (2.215, -3.971, 6.694)
H (0.464, -2.590, 5.376)
H (1.710, -3.127, 4.252)
H (0.908, -0.568, 4.592)
H (2.420, -1.131, 3.907)
H (1.694, -1.789, 7.639)
H (3.404, -1.840, 8.024)
C (3.506, -4.832, -1.047)
C (2.843, -3.433, -1.191)
C (2.457, -2.936, 0.226)
S (3.317, -3.862, 1.461)
O (2.471, -4.889, 2.085)
O (4.208, -2.973, 2.253)
C (4.418, -4.671, 0.214)
H (3.971, -5.306, -1.912)
H (2.671, -5.497, -0.825)
H (2.022, -3.387, -1.907)
H (3.642, -2.797, -1.571)
H (1.391, -3.152, 0.305)
H (2.655, -1.892, 0.468)
H (4.787, -5.538, 0.761)
H (5.201, -3.929, 0.060)
C (3.159, -0.622, -3.954)
C (2.289, -0.517, -5.260)
C (1.556, 0.799, -5.368)
S (1.471, 1.497, -3.644)
O (0.331, 0.894, -3.001)
O (1.720, 2.902, -3.704)
C (2.975, 0.575, -3.002)
H (4.195, -0.742, -4.271)
H (2.878, -1.497, -3.368)
H (1.620, -1.378, -5.254)
H (3.017, -0.672, -6.056)
H (0.621, 0.846, -5.927)
H (2.286, 1.444, -5.856)
H (2.896, 0.371, -1.934)
H (3.799, 1.230, -3.283)
C (4.287, 1.306, 0.771)
C (5.444, 0.782, 1.687)
C (4.907, 0.700, 3.085)
S (3.811, 2.157, 3.328)
O (4.504, 3.299, 3.884)
O (2.537, 1.732, 3.803)
C (3.727, 2.523, 1.556)
H (3.523, 0.567, 0.528)
H (4.655, 1.535, -0.229)
H (6.356, 1.359, 1.836)
H (5.727, -0.171, 1.241)
H (5.575, 0.694, 3.946)
H (4.357, -0.232, 3.216)
H (4.356, 3.408, 1.454)
H (2.748, 2.854, 1.208)
C (-0.137, 2.629, 4.633)
C (-1.464, 2.553, 3.906)
C (-2.645, 2.423, 4.943)
S (-2.231, 3.651, 6.266)
O (-2.615, 3.183, 7.605)
O (-2.702, 4.923, 5.766)
C (-0.367, 3.496, 5.927)
H (0.538, 3.213, 4.007)
H (0.246, 1.638, 4.875)
H (-1.649, 1.726, 3.220)
H (-1.572, 3.456, 3.305)
H (-2.465, 1.462, 5.426)
H (-3.632, 2.464, 4.481)
H (-0.039, 2.967, 6.821)
H (-0.045, 4.537, 5.965)
C (-4.832, -0.489, 2.343)
C (-5.457, 0.332, 1.115)
C (-5.365, -0.621, -0.082)
S (-3.773, -1.580, 0.093)
O (-2.742, -1.078, -0.782)
O (-4.080, -3.028, 0.198)
C (-3.469, -1.018, 1.841)
H (-5.501, -1.304, 2.616)
H (-4.624, 0.144, 3.206)
H (-4.813, 1.182, 0.889)
H (-6.426, 0.775, 1.345)
H (-5.356, -0.280, -1.117)
H (-6.217, -1.299, -0.036)
H (-2.800, -0.162, 1.755)
H (-2.925, -1.737, 2.453)

* orbital gap (spin up / spin down): 8.365 / 8.313 eV
* strongest force on any atom: 4.32 eV Å⁻¹
* energy: -223717.2266 eV
* multiplicity: 3

What is the strongest force on any atom in the second record? 2.40 eV Å⁻¹